Entry 1:
Below is a structure of composition C17H29N2O5P2Ru, with properties calculated with wB97M-V/def2-TZVPD.

Frontier orbital gap (spin up / spin down)   0.24540 / 0.21339 Eh
HOMO energy (spin up / spin down)   -10.10 / -11.58 eV
Spin multiplicity   5
Charge   +1

Geometry (Å):
C  -0.8070  3.9345  -1.3832
C  -0.9169  2.6036  -0.9147
N  -0.1147  2.1578  0.1242
C  0.8961  2.9665  0.5263
C  0.9353  4.3387  0.2171
C  0.1115  4.8013  -0.8380
C  -1.9055  1.7055  -1.3778
P  -2.1372  0.1155  -0.4311
Ru  -0.0861  0.1281  0.6634
P  2.1417  0.5560  1.3573
C  1.8300  2.3868  1.5690
C  0.0053  -2.0434  0.7394
C  -1.0859  -2.7218  1.2730
C  -1.0949  -4.1165  1.3288
C  -0.0267  -4.8657  0.8583
C  1.0600  -4.1924  0.3122
C  1.0641  -2.7824  0.1913
O  -0.3660  1.1910  -5.6910
O  0.1301  -3.1645  -4.3861
H  -1.3934  4.1860  -2.2602
H  1.6473  4.9717  0.8025
H  0.1898  5.8501  -1.1197
C  -3.6079  0.3658  0.6230
C  -2.6562  -1.1767  -1.5906
H  2.8194  2.8745  1.6142
H  1.3033  2.4685  2.5424
H  -1.2738  1.0291  -5.3413
H  -2.6683  2.1755  -2.0148
C  2.6303  -0.2693  2.8695
C  3.4974  0.4549  0.1122
H  -1.9472  -2.1597  1.6487
H  -1.9557  -4.6270  1.7653
H  -0.0081  -5.9607  0.9453
H  1.9193  -4.7701  -0.0367
H  1.8701  -2.2393  -0.3171
H  0.7415  -0.1788  -0.7471
H  0.8805  -3.2231  -3.7237
H  0.3209  -2.2252  -4.5249
H  0.1005  1.7595  -5.0176
H  1.3091  0.3974  -0.4033
H  -4.5050  0.5674  0.0291
H  -3.8065  -0.5186  1.2391
H  -3.3973  1.1906  1.3053
H  -3.4899  -0.9550  -2.2582
H  -1.8293  -1.4673  -2.2418
H  -2.9599  -2.0608  -1.0304
H  4.3978  0.9709  0.4659
H  3.7022  -0.6038  -0.0995
H  3.1866  0.9166  -0.8342
H  3.7094  -0.1595  3.0303
H  2.0709  0.1339  3.7193
H  2.3761  -1.3260  2.7474
O  -0.0777  0.9246  4.2650
N  -0.7056  0.1431  3.5499
O  -0.7076  -1.1097  3.6253
O  -1.3161  0.6521  2.5229

Atomic forces in eV per Å
0.2 -0.6 -0.7
-0.2 -0.2 1.0
1.1 1.9 -1.7
-0.8 0.0 1.1
0.3 -0.2 -0.4
0.6 0.2 1.5
-0.7 0.1 0.5
-1.3 0.0 -1.2
-1.6 -1.7 3.5
0.4 0.2 0.6
0.3 -0.4 0.5
0.1 1.0 -1.0
-0.5 -0.3 0.0
-0.5 0.1 0.3
0.4 0.1 0.1
0.6 0.6 -0.4
-0.3 -0.5 0.4
-0.2 0.6 1.4
2.0 0.9 1.7
-0.1 0.2 0.2
-0.7 -0.5 -1.0
-0.2 -0.3 -0.2
0.0 0.2 0.1
0.2 -0.3 -0.6
-0.6 0.2 0.0
0.4 0.0 -0.2
1.1 0.3 -0.3
0.3 -0.6 0.0
0.9 0.2 0.3
-0.2 -0.1 0.2
0.4 -0.3 0.0
0.2 0.2 -0.1
-0.1 0.6 -0.1
-0.3 0.2 0.0
-0.1 -0.5 0.2
1.5 0.3 -2.0
-1.3 -1.1 -0.8
-0.8 0.2 -0.9
-0.9 -0.9 -1.1
-0.5 -0.9 -2.1
0.2 0.1 -0.1
0.3 0.0 -0.2
-0.1 0.0 0.0
-0.1 0.5 0.2
0.1 0.0 0.2
0.2 0.0 0.2
-0.2 -0.2 0.0
0.1 0.3 0.2
0.0 0.0 0.3
-0.2 -0.1 0.2
0.0 -0.1 -0.1
0.0 0.1 0.0
-0.3 -0.9 0.0
0.6 -1.3 -0.4
0.2 2.1 0.8
-0.1 0.4 -0.3


Entry 2:
Below is an isolated molecule of CH2O4S, with properties calculated with wB97M-V/def2-TZVPD.

Frontier orbital gap   0.40432 Eh
HOMO energy   -11.05 eV
Spin multiplicity   1
Charge   0

Geometry (Å):
C  -1.4152  -0.8445  -0.0327
O  0.7317  1.6989  0.1594
O  2.2027  -0.3921  0.0166
O  -0.2172  -0.6088  0.5045
O  -1.6514  -1.0742  -1.1597
S  0.9546  -0.0256  -0.5630
H  -2.2024  -0.8493  0.7476
H  1.5971  2.0956  0.3273

Atomic forces in eV per Å
-1.6 -0.3 1.5
-0.6 -2.6 -1.4
0.4 -0.8 -0.2
1.3 0.6 -0.1
0.0 -0.1 -1.8
-0.2 3.6 2.2
0.4 0.1 0.0
0.3 -0.4 -0.2


Entry 3:
Below is a cluster of 10 separate species, H20O10 in total, with properties calculated with wB97M-V/def2-TZVPD.

Frontier orbital gap   0.33495 Eh
HOMO energy   -9.09 eV
SMILES   O.O.O.O.O.O.O.O.O.O
Spin multiplicity   1
Charge   0

Geometry (Å):
O  -0.3486  -0.5882  0.0563
H  0.5430  -0.5283  0.2842
H  -0.4463  -0.0512  -0.7397
O  0.4337  2.7347  -0.1515
H  0.7018  3.6092  -0.3404
H  -0.0241  2.5882  0.7288
O  2.1380  -1.0835  2.3083
H  1.4397  -1.0556  2.9268
H  1.7660  -0.7913  1.4621
O  2.0163  1.8967  -1.3978
H  1.1593  1.6551  -1.7742
H  2.2853  1.1831  -0.7444
O  -0.6555  0.9077  2.8913
H  -0.5709  1.6392  3.4798
H  -1.5971  0.7015  2.6192
O  -0.9010  1.5097  -4.4309
H  -1.0858  0.4982  -4.4628
H  -1.3791  1.8009  -5.2058
O  2.6317  -1.1836  -2.8220
H  2.4696  -2.1325  -2.8689
H  2.3367  -0.8555  -3.6819
O  -1.4709  -3.5346  3.1828
H  -1.1091  -4.4159  3.3424
H  -0.7408  -2.9260  3.3843
O  -2.6363  1.5364  -0.9255
H  -2.0633  2.2863  -1.1054
H  -2.9929  1.2621  -1.8040
O  -1.0041  -2.3196  1.4459
H  -1.6173  -1.6530  1.0920
H  -0.7016  -1.8193  2.1553

Atomic forces in eV per Å
-2.0 1.1 -1.8
2.0 0.1 0.3
0.0 0.2 0.1
-3.2 -1.8 2.7
0.3 1.5 0.4
0.8 1.1 -1.5
1.3 0.0 -1.4
-1.3 0.3 1.0
0.2 -0.2 0.7
2.3 -2.0 -0.6
0.4 -0.1 0.4
-0.8 1.4 -1.5
-1.0 -1.7 -1.5
-0.6 0.7 0.6
1.6 0.9 0.8
-0.5 -3.0 0.2
0.6 2.6 0.2
-0.1 0.4 -0.3
-0.2 -0.1 -0.2
0.0 0.0 0.1
0.1 0.1 0.2
0.0 -1.3 2.4
-0.1 0.1 0.2
-0.5 -0.9 0.1
-0.5 -0.6 -1.0
0.2 0.1 -0.1
0.5 0.5 1.0
-1.4 0.2 -2.8
0.4 -0.7 -0.5
1.1 1.3 1.8


Entry 4:
Below is a structure of composition C6H12InO6, with properties calculated with wB97M-V/def2-TZVPD.

Frontier orbital gap (spin up / spin down)   0.31609 / 0.08206 Eh
HOMO energy (spin up / spin down)   -16.46 / -16.29 eV
Spin multiplicity   2
Charge   +2

Geometry (Å):
In  0.1547  0.6547  1.6895
C  -0.0731  -4.7115  1.4606
O  1.3231  -4.3904  1.2228
C  1.7111  -3.1456  1.0927
O  1.0183  -2.0836  1.2159
O  3.1217  -3.1244  0.9581
C  3.8490  -1.9059  1.0128
H  -0.4494  -4.8031  0.4417
H  -0.7798  -4.0505  1.9624
H  -0.1496  -5.6920  1.9304
H  3.8163  -1.2414  1.8761
H  3.4174  -1.2578  0.2501
H  4.9152  -1.8640  0.7901
C  -3.7889  1.6818  -1.1780
O  -2.9340  2.6625  -1.8254
C  -1.6785  2.9491  -1.3325
O  -1.0487  2.3116  -0.4803
O  -1.2382  4.0463  -1.9288
C  -0.0685  4.7378  -1.5931
H  -4.7614  1.6543  -1.6695
H  -3.9591  1.8018  -0.1081
H  -3.2100  0.7735  -1.3453
H  0.8442  4.1449  -1.5322
H  -0.1334  5.2723  -0.6454
H  0.1013  5.5793  -2.2647

Atomic forces in eV per Å
-0.4 0.9 -0.4
-1.8 -1.2 -1.5
0.6 3.1 0.4
2.6 -1.4 1.2
1.2 -2.2 -0.6
-3.2 0.0 0.6
0.0 3.2 -0.9
-0.3 -0.3 0.1
1.0 0.8 0.4
0.7 0.2 0.0
-0.7 -1.0 1.0
0.1 -0.1 -0.5
-0.1 -1.7 -0.3
1.3 -0.8 -0.2
1.5 1.3 1.1
-1.0 0.0 -0.1
-0.5 0.1 -0.3
-1.4 -1.0 -0.4
1.5 1.1 1.1
0.4 0.2 -0.3
0.3 0.6 0.0
-0.7 -0.5 0.2
-0.3 -0.4 -0.3
-0.5 -0.4 0.4
-0.4 -0.6 -0.6


Entry 5:
Below is a structure of composition C4H4LiO4, with properties calculated with wB97M-V/def2-TZVPD.

Frontier orbital gap   0.10594 Eh
HOMO energy   -0.80 eV
Spin multiplicity   1
Charge   -1

Geometry (Å):
Li  1.2983  1.7046  -1.0078
O  0.8553  -0.1916  0.0094
O  -0.4160  1.6053  -0.1704
C  -0.2972  0.3834  0.1226
C  -1.4753  -0.4500  0.5304
C  -2.2005  -1.0011  -0.7179
H  -1.1131  -1.2702  1.1708
H  -2.1494  0.1816  1.1310
H  -2.5431  -0.1422  -1.3327
H  -1.4565  -1.5314  -1.3490
O  3.3876  -0.5414  1.3487
O  3.0775  1.1273  -0.1893
C  3.0324  0.1256  0.4544

Atomic forces in eV per Å
-0.6 -0.9 0.8
0.5 -0.1 -0.3
0.3 1.0 -0.5
0.2 -0.7 0.4
0.0 0.1 0.1
0.1 0.1 -0.3
0.0 0.2 -0.2
0.1 -0.1 -0.2
0.0 -0.1 0.2
-0.1 0.0 0.2
-1.0 -0.5 -1.6
0.0 -0.9 -0.8
0.6 1.9 2.1


Number 1: F_max 4.17 eV/Å, E_tot -1927.94744 Ha. Number 2: F_max 4.27 eV/Å, E_tot -738.40633 Ha. Number 3: F_max 4.55 eV/Å, E_tot -764.24832 Ha. Number 4: F_max 3.34 eV/Å, E_tot -876.60020 Ha. Number 5: F_max 2.89 eV/Å, E_tot -463.34737 Ha.